Computed, not measured: an isolated molecule of C9H7NO, with ωB97M-V/def2-TZVPD.

Positions of all 18 atoms, in Å:
C  -2.54470  0.97174  -1.20308
C  -1.41373  0.81957  -2.05433
C  -0.26541  0.35153  -1.43605
C  -0.12044  0.09739  -0.09436
C  -1.25178  0.18655  0.68165
C  -2.45014  0.61702  0.15525
C  1.15614  -0.45182  0.47147
C  3.09725  -1.18182  0.77317
C  2.57958  -0.69834  1.97688
H  -3.32477  1.32381  -1.66582
H  -1.54146  0.95483  -3.28043
H  0.52159  0.06794  -2.12431
H  -1.37710  -0.18317  1.86082
H  -3.50427  0.61724  0.74617
H  4.04599  -1.68381  0.67995
H  2.88807  -0.56545  2.86814
N  2.15219  -1.05851  -0.07944
O  1.35298  -0.18470  1.72433

As for the charge: 0. Its structure (SMILES) is c1ccc(-c2ncco2)cc1. The max |F| comes out at 0.127 Eh/bohr. As for the energy above the lowest of the compared OMol25 structures with the same formula, charge and spin: 62.9 kcal per mole. Its LUMO energy is 0.76 eV.

Atomic partial charges in e from the Mulliken method, atoms 1 to 4:
1 C -0.371
2 C -0.573
3 C -0.071
4 C 0.250